C50H108N5O2PSi | the ωB97M-V functional and the def2-TZVPD basis

XYZ file:
```
167
Properties=species:S:1:pos:R:3:mulliken_charge:R:1
C 0.32489 2.84369 3.59489 -0.834
H 5.97847 -0.23635 -7.92392 0.393
C 0.15787 3.22457 2.01257 -0.304
N 1.11851 -4.18358 -3.57341 0.151
H -5.98453 4.99146 3.58689 0.321
H 0.94141 1.84445 7.92750 0.436
H 1.13185 -1.11381 4.22180 0.138
H 2.37130 4.91275 -12.43939 0.419
H -9.56704 -2.84415 5.70880 0.279
H 1.72519 -0.76036 10.95411 0.299
C -8.57117 0.55236 3.94093 0.302
C 0.35999 -2.41428 -1.96005 -0.945
C 5.25171 -1.34097 -10.35660 -0.267
C -7.00739 3.09107 2.64591 -0.465
H 3.64594 -6.54774 -3.50167 0.393
H 3.04461 -2.75909 11.83690 0.380
H -3.82077 5.98563 3.04114 0.339
H 1.10742 -3.78829 -5.63756 0.335
C 2.62564 -2.52347 -4.80221 -0.245
H 6.03610 5.44115 -12.22663 0.372
H -2.78256 3.21374 3.29050 -0.134
H 5.37425 -2.22462 -10.99588 0.456
H 4.03118 -3.21762 -7.82279 0.192
H -0.48237 -3.88934 10.85759 0.260
H 3.02329 1.12534 5.49830 0.124
C 2.21272 -2.84235 11.12787 -0.994
H 1.97451 -3.34551 -9.29092 0.404
H -1.79726 -6.12458 3.49611 0.307
H 2.86711 7.04671 -13.44877 0.432
H -0.57042 1.96599 6.35528 0.357
C 1.57981 1.07182 7.31708 -0.289
H 0.29591 -0.62053 9.06545 -0.005
C 2.76709 1.81490 6.41053 -0.783
H 3.99755 5.84312 -14.08825 0.323
H -2.45656 -1.17060 2.36597 0.261
H 1.39356 -2.93128 3.00401 0.402
H -2.80649 -1.43438 4.21367 0.209
C -9.73014 -1.86202 5.08396 -0.407
H 2.46317 2.89733 6.07756 0.161
H 0.24893 2.20461 1.40383 -0.063
C -10.01595 1.05450 3.35152 -0.227
C 1.29396 -3.25872 -4.69429 -1.059
H 2.72211 2.91480 -9.03254 0.385
C -8.44633 -0.88938 4.77858 -0.250
H 3.40474 -3.16024 -5.22350 0.040
H -6.15549 1.14781 6.17119 0.280
H 4.13815 3.92496 -8.79867 0.185
H 6.41276 0.48326 -10.04092 0.214
H -1.46755 -2.10120 13.14602 0.327
H 2.97257 -2.13467 -3.84182 0.318
H -1.22093 -2.56774 1.11264 0.319
H 1.47494 -2.63993 8.37839 0.100
H -3.01036 5.82930 1.30965 0.366
C 0.87117 -2.54952 2.02141 -0.530
H 4.89402 -1.18077 -6.96476 0.284
H 4.51378 2.56176 -10.78380 0.167
H 3.78814 -5.11254 -4.50183 0.175
H 0.05434 -3.66228 8.68407 0.345
C -4.80608 4.41518 1.61535 -0.556
C -5.68843 4.02460 2.98211 -0.049
H -12.11865 -2.05255 4.78153 0.264
H 1.74093 -3.81320 11.29750 0.240
H 2.51768 -1.66680 -5.47762 0.098
H -1.90276 -2.85476 10.80684 0.416
H 2.12198 -1.82688 -8.42356 0.154
C 5.60101 4.93905 -11.35332 -0.616
H 5.62656 5.36994 -9.21818 0.284
C 1.25125 -1.67613 11.33061 -0.626
C -2.41443 -5.21612 3.91683 -0.959
H 6.63557 6.42880 -10.18901 0.374
H -1.71746 -3.84787 12.99725 0.434
C -11.32165 0.06082 3.66116 -0.363
C 0.99487 -0.21155 3.45698 -0.579
C -0.89020 -2.93898 11.22175 -0.300
H -7.50960 2.52593 6.06890 0.259
H -10.11495 2.06793 2.74119 0.249
H -3.24244 -4.89499 3.13355 0.280
H -1.23831 -1.43556 9.05796 0.369
C 0.38384 -2.65877 8.40135 -0.472
H 1.50783 -2.95878 1.12118 0.137
N -1.26925 -2.73422 3.37782 0.917
H 2.64928 -2.83581 10.12821 0.287
C 3.27126 5.42717 -12.07890 -0.316
H -5.43564 0.40271 1.88820 0.358
H 4.88927 6.65706 -10.19150 0.240
H -3.47464 -2.73556 2.93331 0.264
C -3.47050 5.21979 2.19529 -0.709
H 2.95480 0.00960 -7.78085 0.221
O -0.62398 -3.97332 5.39739 -0.543
H -5.52172 5.12874 0.98384 0.321
C -2.58835 -2.01642 3.19542 -0.951
H -1.83716 3.29296 0.75709 0.202
Si -6.89129 1.53749 3.77810 0.045
H 4.53257 7.02572 -12.87213 0.293
H -0.32156 -0.60161 1.55818 0.154
H -0.69222 -2.66671 -2.13054 0.325
C -5.47180 0.41457 3.05868 -0.387
H 4.38131 -0.79644 -10.74133 0.207
H -5.49168 -0.68872 3.45976 0.133
H -1.35088 0.20225 6.20281 0.187
H -12.38494 0.38456 3.29358 0.266
C 0.73266 -0.88312 1.98474 -0.363
H 2.03956 0.34153 3.39906 0.353
H 0.46465 -2.09902 -0.91610 -0.049
C 4.99729 -0.72641 -7.95869 -0.937
H -0.08770 -3.22006 13.23483 0.290
C 1.26550 -3.61285 -2.23132 -0.429
O 0.76876 0.17908 6.46907 -0.189
H 0.49433 -2.50857 -4.65045 0.390
C 3.76269 3.35727 -10.86867 -0.498
H 4.19446 1.21758 -7.48789 0.479
H 2.51421 -1.90705 -10.15459 0.323
C 6.49375 -0.47691 -10.55864 -1.419
H 4.30867 -3.66535 -9.47829 0.391
C 3.70124 6.38732 -13.18493 -1.413
C -11.20625 -1.34514 4.51874 -0.332
C -1.37841 -3.95423 4.26600 0.126
C 3.30557 -5.51050 -3.60732 -0.900
H 2.91732 2.88543 -11.38768 0.312
H -7.95007 3.73961 2.96452 0.286
C -1.04253 -3.02475 12.73817 -1.410
H -7.11850 2.86978 1.50103 0.380
H -5.69403 2.98911 5.64288 0.314
H -4.44136 0.87864 3.44216 -0.073
C -0.69712 -3.11973 2.02058 -0.794
C -1.26787 3.89766 1.58670 -0.667
H -4.92941 3.37855 3.64016 -0.409
C -0.18001 -1.57699 9.31617 -0.509
C 2.58372 -2.43793 -9.20124 -0.973
C -2.32048 4.17442 2.80880 0.190
H -1.77647 4.80525 3.66278 0.142
N 5.04555 -1.78019 -8.97344 0.106
H 1.07988 3.88521 1.70584 0.387
H 1.15489 -1.49887 12.40921 0.378
C 3.93422 0.35593 -8.11363 -0.557
H 2.17628 0.41914 8.11518 0.085
C 1.78564 -5.48040 -3.72541 -0.648
C 5.67600 5.89909 -10.17082 -0.976
C -0.41553 0.87762 5.91612 -0.698
H 2.64684 4.62090 -9.46830 0.327
H 1.00682 -4.37860 -1.48887 0.498
P -0.34187 1.05873 4.00302 0.400
H -0.06265 3.64766 4.35214 0.395
H 7.39474 -0.99057 -10.20607 0.370
H 3.67056 -4.96068 -2.73552 0.259
H -7.37753 -1.23928 5.17921 0.119
H 6.62596 -0.26080 -11.62447 0.425
N -0.09243 -1.79806 10.76302 0.139
H 0.04480 -2.48444 7.37298 0.049
H 2.30241 -3.31995 -2.02843 0.230
C 4.01688 -2.81705 -8.84432 -0.516
H -1.01586 4.96266 1.11079 0.253
N 4.28242 4.42571 -11.72788 0.140
H 1.49816 -5.92634 -4.68597 0.342
H -4.51163 3.44240 1.03474 0.213
H 3.74214 1.92972 7.07023 0.371
H 1.61870 -0.52989 1.26784 0.272
H 3.84698 0.71843 -9.14070 0.028
C 3.29627 3.74125 -9.46865 -0.971
H 2.96520 6.01524 -11.20562 0.263
H 6.28109 4.09781 -11.16673 0.283
H -2.93869 -5.54877 4.90880 0.311
H 1.49988 2.75988 3.79200 0.289
H 0.61989 -1.55538 -2.58555 0.344
H -0.76689 -4.27361 1.82557 0.276
C -6.48559 2.12825 5.60721 -0.881
H 1.37552 -6.16367 -2.96935 0.385
```

Properties
- 2S+1 = 1
- DFT total energy (eV) = -82295.1887
- lowest unoccupied orbital energy (eV) = 0.196
- E_HOMO (eV) = -7.76
- SMILES = CCOCP(CCCCCCCC[Si](C)(C)c1ccccc1)CCCCN(C)C(C)=O.CCN(CC)CC.CCN(CC)CC.CCN(CC)CC.CCN(CC)CC

C50H120Br3N7O3 | the ωB97M-V functional and the def2-TZVPD basis

XYZ file:
```
183
Properties=species:S:1:pos:R:3:mulliken_charge:R:1
C 11.46511 4.06974 -5.21360 1.968
N 17.74427 4.57588 8.22430 0.490
H 9.82573 3.75719 2.58363 0.054
H 5.97812 3.48506 0.84618 0.526
H 19.33015 6.40037 -1.20296 0.363
H 16.61559 2.80960 8.02560 0.548
H 8.26263 2.64774 -0.77377 0.175
H 7.87229 10.32295 -4.19703 0.337
H 18.42144 4.36113 10.18124 0.378
C 16.67155 3.77268 7.51820 -1.488
H 9.03374 7.91360 -5.93328 0.406
H 21.16258 4.87552 5.69960 0.206
H 21.62123 2.92011 2.34641 0.255
H 14.12055 6.21757 1.03170 0.503
H 13.13997 2.89154 4.19010 0.261
C 6.58032 6.24392 2.61705 -1.222
C 17.49295 4.71763 9.73523 -0.531
H 21.95298 3.25022 4.57743 0.348
C 11.19624 1.14184 -2.82948 -0.613
C 13.48969 -0.33390 -4.14514 -0.853
H 11.26512 2.15949 1.65142 0.651
H 12.65183 -0.32118 -0.02788 0.352
C 9.98917 8.73347 -1.83971 -0.844
H 22.92438 4.56290 4.01278 0.417
C 16.79280 3.60225 6.05928 0.710
H 7.89731 7.16268 -2.21756 0.313
C 13.39662 6.07522 -3.73818 0.013
H 4.67078 3.80481 6.11264 0.233
H 10.15478 -0.97267 -2.00573 0.290
H 11.94496 3.30846 -4.59855 -0.987
H 3.93339 5.91597 2.92815 0.457
C 19.38848 5.18396 1.58067 -0.747
H 12.02102 4.33310 4.50741 0.508
H 19.35649 2.29507 1.46579 0.326
H 19.07666 6.95835 9.36719 0.304
C 17.51481 6.10045 0.07482 -0.007
H 17.67435 7.94599 8.83195 0.374
C 3.81198 4.18678 4.32824 -0.713
H 2.75811 4.42997 4.46360 0.397
H 14.10963 4.47793 2.56198 0.038
H 8.42263 6.03901 -4.05330 0.392
H 18.01668 2.96783 2.50367 0.355
H 16.48966 5.79290 -0.13149 -0.211
O 13.45392 0.95704 -4.69270 -0.399
C 17.78278 6.05974 7.73013 -0.288
H 7.62969 4.01672 3.37135 0.265
N 13.79181 5.41285 -5.12753 0.260
H 18.08235 5.41314 -1.86613 0.367
H 11.26566 -1.52078 -3.25988 0.366
H 13.81227 -1.03561 -2.13128 0.493
H 10.99952 0.45671 -0.22242 0.267
C 13.13812 4.93290 2.36896 0.334
Br 10.08053 5.20897 -1.40232 -0.576
H 20.10657 4.89013 0.81509 0.617
H 17.72794 4.04729 0.62707 0.423
H 7.78938 9.37835 -0.59111 0.308
H 16.16190 5.20951 -3.29136 0.090
H 7.06270 10.10686 -2.11175 0.438
H 8.81266 4.05981 -7.31778 0.358
H 10.30251 1.15510 -2.20564 0.247
C 14.76505 4.25845 -4.78645 0.134
H 6.70594 4.87537 5.38899 0.308
C 4.38664 4.93385 3.06271 -0.544
H 17.87712 7.07462 -1.87077 0.422
C 18.24717 6.27871 -1.22447 -1.480
H 8.26405 0.82266 -0.36181 0.269
H 10.98219 0.96259 -3.88312 0.493
C 14.58481 6.38241 -6.03636 -1.051
H 7.53656 4.12729 1.17921 0.047
H 19.43300 3.84450 6.93945 -0.208
H 13.04350 2.55154 1.50727 0.180
C 12.01946 2.92112 1.45395 -1.275
N 11.97345 0.06133 -2.07709 0.107
H 4.24941 4.42746 2.10729 0.295
C 13.37721 -0.17677 -2.64238 -0.222
H 18.41394 6.24113 6.86017 0.089
C 7.68730 2.06345 1.12391 0.448
C 19.08528 2.77678 2.40520 -1.258
H 9.77929 5.31105 -6.87540 0.192
H 15.54955 6.52341 -5.54902 0.412
H 7.29274 1.32326 1.81999 0.508
H 14.66287 3.85742 5.65690 0.391
H 10.33977 5.30885 3.31978 0.395
H 19.94816 4.62243 8.28368 0.495
H 11.58978 -1.97678 -1.57102 0.381
H 12.38256 1.41499 -0.55414 0.028
H 11.42736 6.11028 0.22737 -0.218
H 11.36011 2.76177 4.05470 0.304
H 13.04150 5.72848 3.10776 0.120
N 8.75682 9.04323 -2.62048 -0.006
C 4.48662 4.69541 5.51180 -0.466
H 3.85961 3.09789 4.31658 0.383
H 10.78551 8.33522 -2.46847 0.089
H 16.25087 6.61005 9.94996 0.314
H 19.27752 2.94548 8.39487 0.412
N 5.85344 5.06715 3.32906 0.282
H 5.80587 6.32136 4.94416 0.428
C 15.47942 3.16198 5.46268 -1.660
O 12.20435 6.45514 0.67342 -0.527
H 11.92564 3.46599 0.51458 0.383
C 14.02128 5.18177 -2.59419 1.031
C 8.85861 10.10139 -3.78936 -0.788
C 12.02793 0.38453 -0.57635 -0.609
H 13.96335 6.99964 -3.84934 0.451
H 15.26430 2.12739 5.72999 0.396
H 19.43302 6.13646 2.10876 0.112
H 17.34713 4.99036 1.95331 0.120
H 13.36463 4.41072 -2.19122 -0.439
H 10.52803 4.95339 1.50077 -0.013
C 10.58361 3.38841 -6.13340 -0.876
H 10.88805 4.65414 -4.49695 -0.276
H 14.69425 5.88449 -6.99979 0.419
H 6.55420 6.17644 1.52945 0.520
H 17.25057 6.96773 0.67988 0.434
H 9.74847 8.24939 -0.89323 0.381
C 12.59199 4.87014 -5.97984 -0.977
H 10.47291 9.68334 -1.61200 0.496
O 8.23207 7.72522 -5.43989 -0.585
H 9.23546 10.99047 -3.28377 0.450
H 14.46284 5.67567 -1.72864 -0.234
C 17.96229 5.02241 1.05405 -0.306
H 13.48878 4.80548 0.22418 0.070
C 19.63632 4.46854 4.14996 -0.528
C 17.26185 6.21255 10.03949 -0.605
H 9.77300 7.05395 -4.21345 -0.077
H 12.32330 6.22894 -3.62657 -0.489
H 17.63763 2.96840 5.78985 0.327
H 6.12196 3.00115 3.58734 0.479
C 11.19987 -1.19430 -2.22201 -0.774
H 13.69337 1.04733 -5.61797 0.270
H 21.04059 6.11343 4.28637 0.401
C 15.25071 4.61845 -3.38350 -0.923
H 15.76706 4.28449 7.84689 0.472
C 9.87072 4.25984 -7.14870 -1.320
H 14.02946 7.30226 -6.21958 0.354
C 21.90843 4.16854 3.99192 -0.779
H 7.57382 6.40019 3.03733 0.354
H 11.19538 2.62543 -6.61476 0.372
H 15.49844 4.07198 -5.57096 0.570
C 7.99228 7.84052 -3.06586 -0.601
H 16.83028 6.22573 7.22686 0.271
H 10.35092 4.17244 -8.12331 0.317
Br 15.38817 1.57245 0.25110 -0.727
H 21.84979 4.59974 1.85519 0.411
H 13.06612 4.30357 -6.78129 0.396
H 6.83727 1.61273 -0.78294 0.490
H 9.83323 2.72884 -5.69751 0.403
C 7.96433 9.80520 -1.57868 -0.971
H 12.10926 5.74284 -6.41969 0.510
N 11.96920 3.96801 2.56818 0.596
C 6.63223 3.77022 3.00747 -0.884
H 12.82647 -1.05944 -4.61613 0.317
H 8.49544 10.74657 -1.43780 0.484
C 21.39542 3.95418 2.60679 -0.527
H 14.19832 3.33448 -4.67154 -0.390
H 15.61014 3.14759 4.38065 0.449
C 18.06527 6.93676 8.96132 -0.612
H 16.70909 4.05708 10.10581 0.361
Br 14.46545 7.13432 5.16056 -0.045
C 10.53155 4.58586 2.52693 -0.452
C 13.24106 5.57870 0.95140 -0.260
C 19.14591 3.94726 7.98594 -0.575
C 6.83973 3.35322 1.50066 -0.537
H 18.84630 5.20448 4.29947 0.162
H 13.95676 0.70812 -2.37931 0.101
H 8.69076 2.24990 1.50654 -0.617
H 14.51785 -0.63005 -4.35315 0.530
N 19.86157 4.09080 2.65536 0.745
C 20.95173 5.09044 4.65201 -0.431
C 5.81239 5.23341 4.87764 -0.535
H 17.01828 4.61949 5.73915 -0.053
H 15.48096 3.74350 -2.77558 0.599
C 8.68388 7.07891 -4.24942 -0.061
H 19.51010 3.59540 4.79012 0.106
H 11.81648 2.02784 -2.69378 -0.009
H 17.64113 6.50307 11.01921 0.381
C 7.78697 1.79942 -0.28163 -1.173
C 12.22026 3.42195 3.94332 -0.976
H 19.47841 2.09572 3.15999 0.571
H 7.06304 8.23580 -3.47618 0.494
H 3.89803 5.39746 6.10240 0.365
H 6.03356 7.12667 2.94858 0.492
H 9.67087 9.78160 -4.44210 0.313
```

Properties
- 2S+1 = 2
- charge = +5
- DFT total energy (eV) = -280446.2654
- lowest unoccupied orbital energy (spin up / spin down) (eV) = -8.530 / -13.094
- E_HOMO (spin up / spin down) (eV) = -16.46 / -16.46